--- a ---
The following is a DFT calculation (ωB97M-V with the def2-TZVPD basis set) of one molecule with the formula C5H12O2.

```
19
Properties=species:S:1:pos:R:3
C 2.3286 0.1645 0.9165
C 0.8903 0.6181 0.6697
C 0.0471 -0.4803 0.0318
O -0.0242 -1.6138 0.9041
C -1.3818 -0.0531 -0.3605
C -1.4372 0.7272 -1.6672
O -2.1724 -1.2079 -0.5343
H 2.3439 -0.7696 1.4872
H 2.8438 -0.0220 -0.0324
H 2.9008 0.9154 1.4700
H 0.4166 0.9062 1.6221
H 0.8735 1.5172 0.0413
H 0.5462 -0.8604 -0.8689
H -0.1779 -1.2842 1.8007
H -1.7960 0.5721 0.4550
H -0.8274 0.2349 -2.4338
H -2.4717 0.7357 -2.0233
H -1.1012 1.7633 -1.5561
H -1.8010 -1.8632 0.0782
```

Properties
- Frontier orbital gap: 10.83 eV
- Highest occupied orbital energy: -9.955 eV
- Charge: 0
- Spin multiplicity: 1
- SMILES: CC[C@@H](O)[C@@H](C)O



--- b ---
The following is a DFT calculation (ωB97M-V with the def2-TZVPD basis set) of one molecule with the formula C5H12O2.

```
19
Properties=species:S:1:pos:R:3
C 2.3307 0.2210 -1.4529
O 1.4782 0.4228 -0.3372
C 0.7217 -0.5219 0.4990
C -0.7226 -0.1807 0.0928
C -1.7621 -1.2614 -0.2056
C -1.2856 1.0263 0.8592
O -0.2792 1.9508 1.2103
H 2.2299 -0.7438 -1.9622
H 2.1460 1.0064 -2.2112
H 3.3741 0.3404 -1.1395
H 0.9587 -1.5864 0.3578
H 0.9786 -0.2372 1.5268
H -0.4008 0.2171 -0.8706
H -2.4697 -0.8470 -0.9365
H -2.3501 -1.5965 0.6569
H -1.2974 -2.1388 -0.6713
H -2.0435 1.4955 0.2102
H -1.7965 0.7534 1.7943
H 0.4083 1.8993 0.5269
```

Properties
- Frontier orbital gap: 10.70 eV
- Highest occupied orbital energy: -9.791 eV
- Charge: 0
- Spin multiplicity: 1
- SMILES: COC[C@@H](C)CO



--- c ---
The following is a DFT calculation (ωB97M-V with the def2-TZVPD basis set) of a 2-piece molecular cluster, C5H12O2 overall.

```
19
Properties=species:S:1:pos:R:3
C 2.4944 -1.3056 0.5899
C 1.7457 -0.0898 1.0525
C 0.5560 0.3487 0.6306
O 0.0672 1.5159 1.1464
C -0.2959 -0.3064 -0.4327
C -1.7833 -0.3737 -0.1060
O -2.2969 0.9606 -0.0469
H 3.4315 -1.0257 0.0912
H 2.7657 -1.9491 1.4359
H 1.9250 -1.9170 -0.1172
H -1.0417 1.9860 -2.9090
H 2.2397 0.5336 1.7962
H 0.0524 -1.3266 -0.6140
H -0.8339 1.6503 0.8069
H -0.1843 0.2401 -1.3774
H -1.4254 1.9379 -2.2731
H -1.9412 -0.8891 0.8512
H -2.3071 -0.9335 -0.8927
H -3.1680 0.9434 0.3680
```

Properties
- Frontier orbital gap: 8.70 eV
- Highest occupied orbital energy: -8.072 eV
- Charge: 0
- Spin multiplicity: 1
- SMILES: C/C=C(/O)CCO.[H][H]



--- d ---
The following is a DFT calculation (ωB97M-V with the def2-TZVPD basis set) of one molecule with the formula C5H12O2.

```
19
Properties=species:S:1:pos:R:3
C -0.3393 -1.0545 2.4778
C 0.1835 -0.0154 1.5000
C -0.1350 -0.3388 0.0525
O -1.5071 -0.5169 -0.1998
C 0.3658 0.8278 -0.8770
C 0.6047 0.2016 -2.2156
O -0.6465 1.7833 -1.1894
H -1.4174 -1.1816 2.3458
H 0.1379 -2.0292 2.3146
H -0.1430 -0.7506 3.5101
H -0.2509 0.9718 1.6993
H 1.2753 0.0889 1.5903
H 0.3439 -1.3101 -0.2022
H -1.7960 0.3789 -0.4470
H 1.2505 1.3219 -0.4312
H -0.2296 -0.4874 -2.4023
H 0.3801 1.1244 -3.0017
H 1.5635 -0.3508 -2.2333
H -0.4687 1.8809 -2.1993
```

Properties
- Frontier orbital gap: 10.90 eV
- Highest occupied orbital energy: -10.020 eV
- Charge: 0
- Spin multiplicity: 1
- SMILES: CC[C@@H](O)[C@@H](C)O



Tell me which of them is the least stable. Sure, it is b.



--- a ---
The following is a DFT calculation (ωB97M-V with the def2-TZVPD basis set) of C5H12O2 as an isolated structure.

```
19
Properties=species:S:1:pos:R:3
C -2.0672 -0.2441 -1.2029
C -0.6205 -0.7112 -0.9962
C -0.1070 -0.3835 0.3894
O -0.5754 -1.2989 1.3813
C 1.2145 0.0347 0.7137
C 2.1225 0.7479 -0.2414
O 0.5524 1.4879 1.7469
H -2.7155 -0.5607 -0.3745
H -2.1180 0.8489 -1.2470
H -2.5005 -0.6494 -2.1236
H -0.5710 -1.8042 -1.1212
H 0.0163 -0.2785 -1.7762
H -0.2351 0.9204 0.9771
H -1.5081 -1.4618 1.1992
H 1.7109 -0.4636 1.5465
H 1.5665 1.3418 -0.9719
H 2.7923 1.4145 0.3060
H 2.7348 0.0155 -0.7830
H 0.3084 1.0441 2.5777
```

Properties
- Frontier orbital gap: 8.51 eV
- Highest occupied orbital energy: -7.596 eV
- Charge: 0
- Spin multiplicity: 1



--- b ---
The following is a DFT calculation (ωB97M-V with the def2-TZVPD basis set) of C5H12O2 as an isolated structure.

```
19
Properties=species:S:1:pos:R:3
C -1.4201 -1.8192 0.5021
C -0.4197 -0.8988 -0.1001
C -0.6865 0.6097 0.0000
O -0.7665 0.8855 1.3836
C 0.3968 1.4352 -0.7091
C 1.7630 0.8359 -0.3717
O 1.8265 -0.5312 -0.7077
H -1.0291 -2.8321 0.3560
H -1.4452 -1.5870 1.5655
H -2.4063 -1.7409 0.0498
H -0.3210 -1.0933 -1.1998
H 0.5242 -1.2599 0.7922
H -1.6566 0.8221 -0.4958
H -0.8338 1.8384 1.5045
H 0.3394 2.4978 -0.4084
H 0.2271 1.4168 -1.7948
H 1.9314 0.9575 0.7059
H 2.5657 1.3386 -0.9153
H 1.5278 -1.0201 0.1065
```

Properties
- Frontier orbital gap: 10.13 eV
- Highest occupied orbital energy: -9.310 eV
- Charge: 0
- Spin multiplicity: 1



Tell me which of them is the least stable. Sure, it is a.